Entry 1:
Formula: C15H42N4O6
Source: the OMol25 dataset
Level of theory: ωB97M-V with the def2-TZVPD basis set

Structure (XYZ):
```
67
Properties=species:S:1:pos:R:3:nbo_charge:R:1
C -1.1257 4.6427 1.4643 -0.41
N -0.7165 3.1966 1.2614 -0.21
C -1.1831 2.4210 2.5855 -0.40
C -1.4681 2.6217 0.0778 -0.71
C 0.8586 3.2180 1.0965 -0.24
C 1.4481 3.7916 -0.2011 -0.10
O 2.7864 3.9697 -0.3857 -0.71
H -2.1310 4.7151 1.8792 0.23
H -0.9138 5.2240 0.5669 0.23
H -0.3482 4.9909 2.1443 0.22
H -1.0561 1.3609 2.3663 0.24
H -2.2526 2.5147 2.7736 0.23
H -0.5466 2.6776 3.4324 0.25
H -2.5419 2.6019 0.2639 0.22
H -1.0858 1.6332 -0.1766 0.17
H -1.3096 3.3717 -0.6971 0.22
H 0.9686 2.1370 1.0109 0.23
H 1.3632 3.4213 2.0410 0.25
H 0.9920 4.7704 -0.3495 0.16
H 1.1727 3.1549 -1.0419 0.15
H 2.9470 4.5277 -1.1501 0.49
C -4.3150 -2.8937 0.9535 -0.41
N -2.8703 -2.3561 1.2378 -0.21
C -2.9068 -1.0880 2.1481 -0.42
C -2.0224 -3.5038 1.9895 -0.40
C -2.0682 -2.0010 -0.0637 -0.36
C -1.9890 -3.1085 -1.0767 -0.13
O -0.7973 -3.8063 -1.0602 -0.72
H -4.2620 -3.9783 0.8594 0.23
H -4.6891 -2.4465 0.0325 0.23
H -4.9096 -2.5546 1.8018 0.23
H -1.8830 -0.7676 2.3413 0.27
H -3.4916 -1.4882 2.9764 0.21
H -3.5138 -0.3360 1.6440 0.21
H -2.6282 -3.8210 2.8384 0.22
H -1.0924 -2.9701 2.1852 0.26
H -1.8111 -4.3756 1.3702 0.23
H -1.2536 -1.2966 0.1044 0.27
H -2.7202 -1.2443 -0.5000 0.19
H -2.0282 -2.6395 -2.0599 0.18
H -2.8758 -3.7298 -1.2018 0.18
H -0.7479 -4.3174 -1.8713 0.48
C 3.2768 -0.2197 -0.2517 -0.40
N 2.5815 -0.7284 -1.5704 -0.20
C 3.1373 -2.0753 -1.9220 -0.41
C 1.0667 -0.8256 -1.3580 -0.53
C 2.9319 0.2490 -2.7081 -0.25
C 2.5075 -0.2045 -4.0718 -0.14
O 3.3045 -1.1797 -4.6948 -0.74
H 2.8677 -0.8391 0.5464 0.26
H 3.0499 0.8380 -0.1178 0.23
H 4.3473 -0.4245 -0.2645 0.22
H 2.6260 -2.4420 -2.8121 0.24
H 3.0259 -2.7099 -1.0429 0.23
H 4.1873 -1.9563 -2.1891 0.23
H 0.5550 -1.3450 -2.1682 0.22
H 0.7629 0.2167 -1.2605 0.19
H 0.9601 -1.4811 -0.4937 0.25
H 3.9948 0.3469 -2.4870 0.23
H 2.3215 1.1078 -2.4288 0.21
H 2.5525 0.6054 -4.7999 0.21
H 1.4877 -0.5884 -4.0965 0.19
H 3.6709 -0.8756 -5.5284 0.49
N 0.9424 -0.4321 3.0344 0.71
O 0.6675 -0.7479 1.8435 -0.65
O 2.0060 0.1470 3.2555 -0.51
O 0.1861 -0.6751 3.9753 -0.52
```

Calculated values
HOMO-LUMO gap (spin up / spin down)	3.02 / 8.67	eV
multiplicity	2
total energy	-1266.5233	hartree
molar mass	374.523	g/mol
⟨S²⟩	0.75
total charge	+1

=====

Entry 2:
Formula: C15H44BN12O22
Source: the OMol25 dataset
Level of theory: ωB97M-V with the def2-TZVPD basis set

Structure (XYZ):
```
94
Properties=species:S:1:pos:R:3:lowdin_charge:R:1
O -4.1315 4.4701 9.8370 0.19
B -3.6597 4.0030 8.6363 -0.63
O -2.3131 3.9727 8.4296 0.17
C -4.7253 3.4924 7.5441 0.02
N -4.5447 2.1111 6.9619 -0.08
C -3.9257 1.0910 7.8745 -0.08
C -2.4121 0.9295 7.7766 -0.19
N -1.9227 1.0050 6.4087 -0.03
C -2.3938 2.1751 5.6865 -0.19
C -3.8916 2.0927 5.6041 -0.09
H -4.9628 4.9457 9.7298 0.12
H -1.8804 4.8207 8.5706 0.13
H -5.7353 3.5537 7.9498 0.13
H -4.7000 4.1986 6.7092 0.13
H -5.4855 1.7697 6.7755 0.18
H -4.2577 1.2456 8.9011 0.15
H -4.3652 0.1361 7.5727 0.14
H -2.2095 -0.0799 8.1440 0.13
H -1.8845 1.6005 8.4630 0.11
H -0.9132 0.9776 6.3880 0.13
H -2.0442 2.1638 4.6501 0.09
H -2.0690 3.1294 6.1234 0.12
H -4.1343 1.1111 5.1852 0.15
H -4.3600 2.8316 4.9567 0.14
C -1.3515 1.4750 0.5419 0.04
N -1.5745 1.3878 2.0065 -0.42
O -1.9626 0.3395 2.4800 0.06
O -1.3796 2.3957 2.6695 0.03
H -1.5870 0.5132 0.1085 0.09
H -2.0127 2.2449 0.1686 0.08
H -0.3071 1.7343 0.3723 0.08
C -3.6563 0.2130 -3.4325 0.04
N -2.8955 1.0000 -2.4330 -0.42
O -3.4815 1.4500 -1.4598 0.02
O -1.7099 1.1546 -2.6271 0.08
H -4.6933 0.1653 -3.1224 0.10
H -3.5502 0.7175 -4.3866 0.10
H -3.2075 -0.7715 -3.4700 0.06
C -0.2885 -1.1768 -6.3599 0.04
N -1.6561 -0.7004 -6.6998 -0.43
O -1.8218 -0.1155 -7.7454 0.08
O -2.5329 -0.9280 -5.8845 0.03
H 0.3783 -0.9005 -7.1676 0.09
H -0.0122 -0.6935 -5.4261 0.10
H -0.3350 -2.2501 -6.2411 0.08
C -4.9830 3.6876 0.7863 0.03
N -6.3557 4.2144 0.5581 -0.46
O -6.5770 4.7980 -0.4760 0.09
O -7.1610 4.0161 1.4476 0.05
H -4.3631 3.9299 -0.0689 0.09
H -4.6079 4.1603 1.6895 0.09
H -5.0664 2.6123 0.9148 0.10
C 3.6681 -3.8227 -6.7061 0.03
N 2.2914 -3.4054 -7.0713 -0.42
O 2.1179 -2.8321 -8.1226 0.08
O 1.4080 -3.6605 -6.2688 0.03
H 4.3414 -3.5195 -7.4970 0.10
H 3.9153 -3.3298 -5.7747 0.05
H 3.6593 -4.9016 -6.5810 0.10
C 3.0274 1.0628 1.7511 0.06
N 2.8044 1.0382 0.2788 -0.44
O 1.6619 1.1427 -0.1302 0.05
O 3.7828 0.9148 -0.4177 0.09
H 2.0684 1.1786 2.2424 0.09
H 3.5022 0.1247 2.0217 0.10
H 3.6851 1.8998 1.9637 0.10
C 6.3254 0.1204 -4.7591 0.05
N 5.4974 -1.0641 -5.0942 -0.42
O 5.2863 -1.8738 -4.2108 0.05
O 5.0839 -1.1739 -6.2288 0.07
H 6.6060 0.0502 -3.7179 0.08
H 7.2002 0.0905 -5.4003 0.10
H 5.7330 1.0095 -4.9549 0.11
C -2.2145 -3.4723 -0.2798 0.05
N -2.5152 -2.6904 -1.5107 -0.44
O -3.6649 -2.6607 -1.8948 0.08
O -1.5821 -2.1274 -2.0453 0.06
H -3.1377 -3.9106 0.0792 0.10
H -1.4920 -4.2358 -0.5510 0.10
H -1.7928 -2.7833 0.4463 0.10
C 9.2770 -2.9158 -3.1613 0.06
N 9.4582 -1.5178 -2.6798 -0.44
O 10.1928 -1.3276 -1.7395 0.09
O 8.8391 -0.6509 -3.2702 0.04
H 9.8818 -3.5685 -2.5440 0.10
H 8.2201 -3.1562 -3.0763 0.09
H 9.5953 -2.9439 -4.1990 0.10
C 3.5162 -4.6752 -2.7424 0.05
N 4.9217 -4.9278 -3.1590 -0.45
O 5.8024 -4.7120 -2.3537 0.06
O 5.0912 -5.3297 -4.2905 0.06
H 3.5244 -4.3202 -1.7191 0.09
H 3.1087 -3.9286 -3.4183 0.09
H 2.9780 -5.6137 -2.8346 0.10
```

Calculated values
HOMO-LUMO gap	9.23	eV
total energy	-2934.0511	hartree
molar mass	755.391	g/mol
total charge	+1

=====

Entry 3:
Formula: C15H44FHfN2O9
Source: the OMol25 dataset
Level of theory: ωB97M-V with the def2-TZVPD basis set

Structure (XYZ):
```
72
Properties=species:S:1:pos:R:3:lowdin_charge:R:1
Hf -24.2015 16.2635 -19.0916 1.77
F -27.2920 16.1224 -19.8480 -0.67
C -28.1080 20.5764 -21.6810 -0.14
O -28.3065 20.5230 -20.2767 -0.09
H -28.9662 21.0512 -22.1564 0.08
H -27.2247 21.1097 -22.0324 0.09
H -28.0603 19.5443 -22.0282 0.08
H -28.8165 21.3300 -20.1754 0.08
C -32.5021 14.6368 -24.2254 -0.01
C -31.4132 15.6394 -23.8488 -0.37
C -31.9104 16.9924 -23.3004 -0.12
O -32.5398 17.8702 -24.2499 -0.06
C -32.9500 19.1514 -23.7851 -0.02
N -30.6087 14.9912 -22.8630 0.19
H -33.2564 15.0743 -24.8794 0.10
H -33.0354 14.3124 -23.3319 0.09
H -32.1861 13.6938 -24.6716 0.10
H -30.7404 15.8384 -24.6829 0.16
H -31.0814 17.4802 -22.7876 0.14
H -32.6170 16.7897 -22.4956 0.15
H -33.6388 19.1592 -22.9404 0.12
H -33.4804 19.5591 -24.6457 0.12
H -32.0802 19.7430 -23.4995 0.11
H -29.8136 15.5422 -22.5727 0.12
H -31.1489 15.0180 -22.0100 0.11
C -23.9889 20.5459 -15.6739 -0.05
C -25.2588 20.6259 -16.4626 -0.46
C -25.6259 22.1405 -16.7004 -0.12
O -24.6833 22.6652 -17.7048 -0.15
C -24.9312 24.0329 -18.0522 -0.06
N -25.1899 19.9717 -17.7321 0.08
H -23.1304 20.8785 -16.2574 0.09
H -23.8358 19.5249 -15.3244 0.08
H -24.0642 21.1338 -14.7592 0.09
H -26.1240 20.3555 -15.8572 0.14
H -25.4994 22.6292 -15.7344 0.14
H -26.6706 22.1685 -17.0100 0.13
H -24.7298 24.7098 -17.2219 0.11
H -25.9442 24.2952 -18.3573 0.10
H -24.2722 24.3398 -18.8644 0.10
H -24.9286 20.7809 -18.2771 0.07
H -26.1679 20.1512 -17.9092 0.07
C -26.0029 15.0838 -14.5346 -0.26
C -26.8412 13.8253 -14.3602 -0.23
O -26.2541 12.7053 -15.0289 -0.02
O -26.0987 15.5287 -15.8552 -0.11
H -24.9736 14.8189 -14.2927 0.13
H -26.2332 15.9161 -13.8695 0.13
H -27.8669 13.9978 -14.6862 0.12
H -26.9297 13.6789 -13.2837 0.13
H -26.6594 11.9567 -14.5852 0.10
H -27.0092 15.8213 -15.7712 0.07
C -30.9814 16.7559 -16.1562 -0.19
C -31.4749 16.4162 -17.5616 -0.17
O -30.6692 15.4322 -18.2131 0.03
O -29.6724 17.3474 -16.0505 -0.02
H -31.0381 15.9006 -15.4829 0.14
H -31.7054 17.4542 -15.7363 0.13
H -31.4970 17.3104 -18.1844 0.14
H -32.4827 16.0170 -17.4468 0.14
H -29.8374 15.7848 -18.5377 0.09
H -29.6782 17.9365 -15.2925 0.10
C -24.7890 12.4376 -21.5081 -0.21
C -24.8661 11.9341 -20.1089 -0.22
O -24.7435 12.8824 -19.0621 -0.12
O -24.6237 13.8622 -21.5629 -0.14
H -25.5811 12.2175 -22.2238 0.13
H -23.9316 12.0648 -22.0686 0.13
H -24.1624 11.1031 -20.0602 0.14
H -25.8765 11.5333 -20.0277 0.13
H -25.0058 12.4480 -18.2472 0.10
H -24.5492 14.1130 -22.4866 0.10
```

Calculated values
energy above the lowest of the compared OMol25 structures with the same formula, charge and spin	1270.3	kJ/mol
HOMO-LUMO gap	1.59	eV
total energy	-1530.7724	hartree
molar mass	594.010	g/mol
total charge	+3